22
Properties=species:S:1:pos:R:3:forces:R:3 method="wB97M-V/def2-TZVPD" largest_force_ev_per_a=0.900 gap_ev=9.55 lumo_ev=-3.3 total_charge=+1 e_above_lowest_kj_mol=30.0
C 2.738255 0.206101 1.326553 -0.647 0.285 -0.557
C 2.266921 -1.080070 0.674186 0.581 -0.373 -0.484
S 1.762154 -0.771470 -1.070882 -0.524 -0.322 0.235
S 0.373788 -2.281990 -1.459539 0.486 0.313 0.202
H 1.885085 0.886071 1.440133 0.046 -0.077 0.218
H 3.434139 0.734563 0.673784 0.327 -0.113 0.264
H 3.155875 0.008967 2.309396 0.195 0.072 -0.043
H 1.497780 -1.587252 1.250943 -0.247 0.068 -0.222
H 3.086424 -1.779828 0.506498 0.061 -0.004 0.526
H 1.250542 -3.293558 -1.637899 -0.133 0.156 -0.087
C -1.352147 0.784780 0.100782 -0.211 -0.049 0.541
C -2.849488 0.756501 -0.195710 0.663 -0.080 -0.503
S -3.746984 -0.292549 0.974975 -0.024 0.336 -0.019
N -0.597243 1.385448 -1.049465 0.196 -0.481 -0.364
H -0.960946 -0.220543 0.253194 0.067 0.027 -0.172
H -1.123901 1.361803 0.996554 0.002 0.053 -0.081
H -2.967841 0.376947 -1.217125 -0.287 -0.009 0.133
H -3.227484 1.778718 -0.186746 -0.321 -0.117 0.190
H -3.408782 -1.442218 0.382259 0.023 -0.083 -0.009
H 0.423590 1.291096 -0.916710 -0.163 -0.055 0.052
H -0.850083 2.342252 -1.261945 -0.111 0.413 0.155
H -0.789651 0.836236 -1.893230 0.023 0.041 0.026


21
Properties=species:S:1:pos:R:3:forces:R:3 method="wB97M-V/def2-TZVPD" largest_force_ev_per_a=1.328 spin_multiplicity=2 gap_ev="11.42 / 6.46" lumo_ev="-3.0 / -8.0" total_charge=+1 e_above_lowest_kj_mol=0.0
C 3.019509 0.435097 0.072764 -0.200 0.972 0.092
C 2.021436 1.442830 -0.504250 0.778 -0.165 -0.182
C 0.625134 0.866847 -0.659472 -0.425 1.069 0.316
S -0.398058 1.456611 0.689405 -0.090 -0.564 -0.061
C -1.965824 0.637500 0.437794 0.817 -0.268 -0.193
H 3.156639 -0.345375 -0.657413 0.517 -0.347 -0.014
H 3.936111 0.906168 0.437522 0.140 -0.018 -0.821
H 2.652799 0.030974 0.983441 -0.727 -0.762 0.809
H 2.341346 1.722067 -1.499656 0.173 0.109 -0.272
H 2.032503 2.377401 0.056386 -0.240 0.015 0.139
H 0.548647 -0.202787 -0.784552 -0.003 -0.460 0.197
H 0.103600 1.309836 -1.513601 -0.059 0.029 -0.263
H -1.769062 -0.368540 0.057101 -0.043 -0.055 0.256
H -2.472497 0.658097 1.396913 -0.321 0.016 -0.142
H -2.474463 1.154058 -0.373096 -0.330 0.321 0.125
H -1.641123 -1.849206 -3.124283 0.216 -0.137 0.183
H -2.894766 -1.940414 -2.317980 0.115 -0.158 0.239
O -1.933238 -1.974228 -2.210502 -0.313 0.389 -0.331
H 0.449813 -2.995622 1.433428 -0.250 -0.167 -0.583
H -1.152690 -3.027042 1.285289 0.290 -0.189 -0.629
O -0.399667 -3.030280 1.872604 -0.043 0.370 1.137


21
Properties=species:S:1:pos:R:3:forces:R:3 method="wB97M-V/def2-TZVPD" largest_force_ev_per_a=3.552 spin_multiplicity=2 gap_ev="2.83 / 10.41" lumo_ev="3.6 / 3.5" total_charge=-1 e_above_lowest_kj_mol=124.0
C -1.499469 1.461866 0.966544 0.701 2.307 -0.883
O -1.890345 1.554549 -0.407572 0.547 -0.313 -0.493
C -0.033828 1.123164 1.214859 -1.048 -0.510 3.355
C 0.292161 -0.316684 0.908574 1.463 -2.027 -0.961
C 1.821324 -0.255990 0.644089 -0.194 -1.123 -0.671
H -1.729205 2.518015 1.240341 0.043 -0.901 0.784
H -2.116232 0.729420 1.421222 -0.656 -0.525 0.918
H -1.510022 0.818755 -0.904297 -0.121 -0.232 0.070
H 0.265629 1.207119 2.374377 -1.260 -0.008 -1.949
H 0.714958 1.796687 0.872797 0.013 0.777 -1.247
H -0.210270 -0.927467 0.021577 0.599 1.947 1.807
H 0.203719 -0.982585 1.835521 -0.430 0.810 -1.289
H 2.188653 0.659270 0.157496 -0.225 -0.374 0.060
H 2.173187 -1.128853 0.111848 -0.039 -0.205 -0.788
H 2.341046 -0.433357 1.547759 0.682 0.544 1.375
H 0.706816 0.856188 -3.279084 0.330 -1.527 0.150
H 1.014789 -0.615029 -2.755753 -0.278 -0.480 1.317
O 0.988114 -0.062756 -3.516152 -0.115 1.956 -1.455
H -1.979358 -2.561086 -0.770584 -2.486 -0.091 0.900
H -0.594504 -2.939870 -0.505182 0.302 -0.245 -0.054
O -1.147157 -2.501355 -1.178375 2.173 0.221 -0.948


21
Properties=species:S:1:pos:R:3:forces:R:3 method="wB97M-V/def2-TZVPD" largest_force_ev_per_a=2.292 gap_ev=10.09 lumo_ev=0.3 smiles="C=CCC.O.O.O" total_charge=0 e_above_lowest_kj_mol=176.6
C 1.880526 3.178721 1.447781 0.378 0.097 0.592
C 0.596653 2.846423 1.489633 0.622 -0.402 0.489
C 0.006138 1.491350 1.137333 0.594 1.363 -1.745
C 0.951231 0.627249 0.246587 -1.347 -0.277 1.341
H 2.248950 4.002550 2.051708 -0.246 0.438 -0.526
H 2.683379 2.608331 1.004909 -0.142 -0.390 -0.048
H -0.047636 3.581004 1.959104 -0.299 -0.233 0.165
H -0.201292 0.993791 2.080503 -0.484 -0.081 -0.099
H -0.878785 1.741480 0.549064 -0.496 -0.452 0.438
H 0.414904 0.100496 -0.543075 -0.107 0.148 -0.035
H 1.720133 1.237570 -0.189445 0.525 -0.149 -0.064
H 1.265493 -0.140665 0.952847 0.982 -0.079 -0.519
O 0.332963 -7.103690 -0.834883 -0.258 -0.155 -0.739
H -0.065920 -7.431022 -1.654376 -0.170 -0.394 0.408
H 0.757033 -6.326853 -1.195859 0.430 0.547 0.329
O -1.123551 1.104445 -4.048789 -0.026 -0.024 0.118
H -1.968025 1.004293 -3.596634 0.046 0.011 -0.057
H -0.470924 1.144789 -3.341906 -0.013 0.016 -0.053
O -2.800890 -1.870916 0.975508 -1.550 -0.698 0.689
H -1.940701 -1.687148 0.664425 1.338 0.573 -0.582
H -3.359678 -1.102197 0.845565 0.224 0.141 -0.103


E_tot
In order: -38364.489 -19296.738 -10515.167 -10516.099
Unit: eV